*i*
Molecular formula: C3H6OS2
Method: DFT, ωB97M-V/def2-TZVPD

Computed properties:
Kohn-Sham gap: 4.59 eV
LUMO level: -4.6 eV
HOMO energy: -9.21 eV

```
12
C3H6OS2, DFT ωB97M-V/def2-TZVPD
C 0.11392 0.69330 0.17756
C 0.93786 1.31285 -0.94562
O 1.43601 2.42191 -1.09564
C 0.42695 -0.94185 0.33817
S 0.17789 -1.56034 2.10069
S -2.51465 -0.74723 -0.56335
H -1.08362 0.87422 0.28141
H 0.60683 1.03691 1.13531
H 0.74974 0.66593 -1.74532
H 1.40299 -1.51604 0.22035
H -0.22126 -1.23924 -0.53991
H -2.03265 -1.00042 0.63635
```

*ii*
Molecular formula: C3H6OS2
Method: DFT, ωB97M-V/def2-TZVPD

Computed properties:
Kohn-Sham gap: 9.36 eV
LUMO level: -0.1 eV
HOMO energy: -9.50 eV

```
12
C3H6OS2, DFT ωB97M-V/def2-TZVPD
C 1.39357 0.05907 -0.82676
C 2.03031 -0.28909 0.48291
C 1.22756 0.88026 0.15699
O -3.48963 1.05112 0.15938
S -1.92590 -1.39393 -0.33044
S -2.07502 0.74185 -0.07628
H -2.69767 -1.92353 -1.43245
H 1.50031 -0.08730 -1.77355
H 1.51244 -1.11184 1.01076
H 3.04365 -0.21011 0.80175
H 0.85105 1.79319 0.62399
H -1.37066 0.49030 1.20368
```

*iii*
Molecular formula: C3H6OS2
Method: DFT, ωB97M-V/def2-TZVPD

Computed properties:
Kohn-Sham gap: 8.35 eV
LUMO level: -0.7 eV
SMILES string: OC[C@@H](S)C=S
HOMO energy: -9.10 eV

```
12
C3H6OS2, DFT ωB97M-V/def2-TZVPD
O -0.62966 1.12368 1.80034
C -0.75297 0.15883 0.84622
C 0.10013 0.32728 -0.37392
S 1.98001 0.28763 0.01271
C -0.16540 -0.74369 -1.46683
S -0.79277 -0.32478 -2.91952
H 0.35446 1.17452 1.91378
H -1.73767 0.27976 0.40207
H -0.52907 -0.88914 1.20067
H 0.05151 1.32776 -0.85969
H 1.99132 -0.92256 0.61474
H 0.13011 -1.79929 -1.17058
```

*iv*
Molecular formula: C3H6OS2
Method: DFT, ωB97M-V/def2-TZVPD

Computed properties:
Kohn-Sham gap: 5.00 eV
LUMO level: -4.3 eV
HOMO energy: -9.28 eV

```
12
C3H6OS2, DFT ωB97M-V/def2-TZVPD
C -0.35010 -0.67068 -0.00702
C -1.71237 0.14779 0.26744
O -2.71351 -0.23963 0.85212
C 0.80818 0.11546 0.78848
S 2.43422 -0.92147 0.82467
S 0.82160 0.95127 -2.26193
H -0.33042 -0.64058 -1.15680
H -0.49331 -1.77674 0.32135
H -1.51569 1.23542 0.27652
H 0.91628 0.54421 1.78653
H 0.56154 1.20432 -0.01578
H 1.57357 0.05062 -1.67555
```

Least stable = *iv*

*i*
Molecular formula: C3H6OS2
Method: DFT, ωB97M-V/def2-TZVPD

Computed properties:
Kohn-Sham gap: 8.58 eV
LUMO level: -0.5 eV
HOMO energy: -9.04 eV

```
12
C3H6OS2, DFT ωB97M-V/def2-TZVPD
C 0.28706 2.13191 0.15447
C 0.99087 0.74025 0.11895
C -0.07500 -0.19268 -0.22797
H -0.07211 2.14014 1.32877
H 1.16378 2.70634 0.16144
H -0.65635 2.34758 -0.46386
H 2.02248 0.71625 -0.53956
H 1.24453 -0.42028 1.93584
H -0.13370 0.31832 -2.54522
O 1.73272 0.49333 1.32404
S -0.70971 -0.82165 -1.67247
S -0.83078 -0.91785 1.00107
```

*ii*
Molecular formula: C3H6OS2
Method: DFT, ωB97M-V/def2-TZVPD

Computed properties:
Kohn-Sham gap (spin up / spin down): 8.09 / 8.05 eV
LUMO level (spin up / spin down): -0.4 / -0.6 eV
HOMO energy (spin up / spin down): -8.52 / -8.64 eV

```
12
C3H6OS2, DFT ωB97M-V/def2-TZVPD
C -1.32752 0.50021 0.65168
C -0.99808 -0.45378 -0.49131
C 0.24310 -0.94824 0.16796
O 1.83946 1.10654 0.92429
S 2.78931 -0.71266 -1.17197
S 1.45627 0.31311 -0.22634
H -0.78084 1.45325 0.71945
H -1.70810 0.23713 1.61274
H -1.83769 -1.21733 -0.63431
H -0.81906 0.10516 -1.50366
H 0.47794 -1.47422 1.07425
H 0.66521 1.09084 -1.12276
```

*iii*
Molecular formula: C3H6OS2
Method: DFT, ωB97M-V/def2-TZVPD

Computed properties:
Kohn-Sham gap: 8.83 eV
LUMO level: 0.0 eV
HOMO energy: -8.86 eV

```
12
C3H6OS2, DFT ωB97M-V/def2-TZVPD
C -2.63179 0.13745 0.18146
C 1.46600 0.58348 -0.04167
C 1.27968 -0.64632 0.78968
O 0.58467 1.20128 -0.64093
S -3.62598 -0.59061 -0.94583
S 3.13984 0.86879 -0.45735
H -1.75778 0.49987 -0.44552
H 1.29696 -0.33593 1.78057
H 1.95677 -1.48981 0.52990
H 0.11456 -0.81321 0.65792
H -4.54267 -1.01545 0.07059
H 2.71973 1.60045 -1.47881
```

Least stable = *ii*

*i*
Molecular formula: C12H12N2O
Method: DFT, ωB97M-V/def2-TZVPD

Computed properties:
Kohn-Sham gap (spin up / spin down): 6.43 / 6.32 eV
LUMO level (spin up / spin down): 0.0 / -0.2 eV
HOMO energy (spin up / spin down): -6.46 / -6.56 eV

```
27
C12H12N2O, DFT ωB97M-V/def2-TZVPD
C 1.01989 -1.89204 -2.96365
C -2.42274 1.25370 1.70137
C 1.02181 -2.22836 -1.60448
C -1.80075 0.58294 0.56083
C 0.39692 -0.66436 -3.06575
C -1.88908 0.71048 2.84086
C 0.30036 -1.22915 -0.88062
C -0.93313 -0.37031 1.11002
C 1.05795 2.20395 -0.31861
C 1.81461 1.17657 0.19382
C 1.49902 0.52280 1.38135
C 0.09969 -1.16213 0.56437
N -0.04705 -0.35463 -1.82446
N -1.17966 -0.33773 2.45999
O 1.61148 0.38361 2.54586
H 1.69476 -2.50336 -3.58722
H -3.34151 1.79078 1.74519
H 1.56264 -3.04354 -1.25700
H -1.84979 0.95842 -0.40631
H 0.18028 0.05165 -3.75119
H -2.02717 0.89138 3.87230
H 1.29297 2.35818 -1.37207
H 0.40023 2.79282 0.35779
H 2.22555 0.56690 -0.59783
H 0.62089 -1.85714 1.16496
H -0.80495 0.32288 -1.77308
H -0.50322 -0.92430 2.90356
```

*ii*
Molecular formula: C12H12N2O
Method: DFT, ωB97M-V/def2-TZVPD

Computed properties:
Kohn-Sham gap: 8.92 eV
LUMO level: 0.6 eV
SMILES string: c1ccc(/N=N/c2ccccc2)cc1.O
HOMO energy: -8.37 eV

```
27
C12H12N2O, DFT ωB97M-V/def2-TZVPD
C 3.97796 -0.71332 -0.26920
C 3.28713 -1.93212 -0.10562
C 1.88903 -1.99204 -0.00225
C 1.19487 -0.82240 -0.07067
N -0.23653 -0.91377 -0.17712
N -0.92306 -0.15857 0.47239
C -2.42955 0.05875 0.20215
C -2.75685 1.34625 -0.18448
C -4.08731 1.67907 -0.35246
C -5.11718 0.64652 -0.10168
C -4.76521 -0.64345 0.26623
C -3.38552 -0.91742 0.42168
C 1.83699 0.38053 -0.33616
C 3.20866 0.41470 -0.42896
H 5.06552 -0.66343 -0.30908
H 3.89489 -2.81860 -0.01864
H 1.43307 -2.99569 0.24115
H -1.95136 2.10541 -0.26027
H -4.40294 2.67569 -0.63396
H -6.17983 0.91870 -0.39189
H -5.42072 -1.46434 0.34609
H -2.95220 -1.94816 0.50484
H 1.28177 1.30914 -0.47273
H 3.73954 1.33143 -0.68968
O 5.55818 2.38267 0.60925
H 5.96712 1.75930 -0.02105
H 6.05858 3.20504 0.53282
```

Least stable = *i*

*i*
Molecular formula: C17H12ClF6N4O5ReS2Se2
Method: DFT, ωB97M-V/def2-TZVPD

Computed properties:
Kohn-Sham gap (spin up / spin down): 7.17 / 7.36 eV
LUMO level (spin up / spin down): -4.3 / -4.3 eV
multiplicity: 2
HOMO energy (spin up / spin down): -11.52 / -11.66 eV
total charge: +1

```
50
C17H12ClF6N4O5ReS2Se2, DFT ωB97M-V/def2-TZVPD
Re 0.47124 -0.47664 -0.76080
F -1.67114 2.05604 -3.06418
C -0.86223 3.03531 -2.68449
F 0.28988 2.93628 -3.34274
F -1.42552 4.20423 -2.93987
S -0.51099 2.92301 -0.87480
O 0.20647 1.63365 -0.75389
O 0.32772 4.03471 -0.57625
N -1.84492 2.97261 -0.11273
S -2.87243 1.77566 0.11498
O -3.07603 1.55933 1.51322
O -2.63581 0.63272 -0.72988
C -4.42268 2.55034 -0.51058
F -4.71857 3.62320 0.20263
F -5.40194 1.65726 -0.40260
F -4.27656 2.89077 -1.78774
Se 2.17826 -2.68739 1.26051
Se 3.57852 -2.46382 -0.57911
C 3.69653 -0.55816 -0.54197
C 4.97889 -0.05996 -0.69942
C 5.19931 1.30384 -0.61579
C 4.12297 2.11273 -0.30865
C 2.87409 1.54419 -0.17264
N 2.62228 0.22609 -0.33091
C 0.74956 -3.41535 0.22820
C 0.34907 -4.72151 0.44090
C -0.61948 -5.26845 -0.38513
C -1.12484 -4.49109 -1.41155
C -0.68904 -3.18859 -1.55346
N 0.22305 -2.63668 -0.72969
H 5.79768 -0.74910 -0.85169
H 6.19288 1.71083 -0.74502
H 4.22292 3.18041 -0.17813
H 2.03064 2.17989 0.04781
H 0.81490 -5.29870 1.22670
H -0.95209 -6.28758 -0.24288
H -1.86100 -4.87442 -2.10300
H -1.08055 -2.54348 -2.32520
O -0.28789 -0.53948 -2.23644
Cl 0.26939 2.00373 4.38343
C -0.39233 0.81410 3.33699
C -1.49992 0.06551 3.70357
C -1.98486 -0.87047 2.80870
C -1.36346 -1.02853 1.58806
N -0.28977 -0.30199 1.23976
C 0.18842 0.60831 2.10256
H -1.97104 0.22381 4.66380
H -2.85840 -1.46148 3.04166
H -1.74517 -1.71562 0.84857
H 1.05401 1.17992 1.79920
```

*ii*
Molecular formula: C17H12ClF6N4O5ReS2Se2
Method: DFT, ωB97M-V/def2-TZVPD

Computed properties:
Kohn-Sham gap (spin up / spin down): 6.63 / 7.56 eV
LUMO level (spin up / spin down): -4.0 / -3.9 eV
multiplicity: 2
HOMO energy (spin up / spin down): -10.63 / -11.46 eV
total charge: +1

```
50
C17H12ClF6N4O5ReS2Se2, DFT ωB97M-V/def2-TZVPD
Re -0.61466 -0.03202 0.07528
F -0.67683 -3.18244 2.18360
C -1.14607 -2.59943 3.27575
F -2.47557 -2.60679 3.24684
F -0.71470 -3.23438 4.34855
S -0.58716 -0.84122 3.33105
O -1.23619 -0.24218 2.13999
O -1.02920 -0.30297 4.56383
N 0.95806 -0.94083 3.21348
S 1.97285 -0.58389 2.09722
O 2.88529 0.44889 2.44533
O 1.37573 -0.44708 0.74708
C 2.94621 -2.13996 1.92519
F 3.55024 -2.41075 3.06520
F 3.84430 -1.95355 0.96593
F 2.13748 -3.13400 1.58984
Se -0.66761 2.85787 -2.13284
Se -2.43242 1.64217 -2.97079
C -3.32652 1.00886 -1.39964
C -4.70726 1.11597 -1.50368
C -5.52221 0.52535 -0.55700
C -4.91943 -0.15156 0.48580
C -3.54348 -0.18492 0.54826
N -2.72647 0.39015 -0.36315
C 0.61143 1.45338 -2.41495
C 1.58764 1.63373 -3.37761
C 2.43198 0.58105 -3.69418
C 2.25054 -0.62762 -3.04874
C 1.27651 -0.72937 -2.07668
N 0.47485 0.29868 -1.73554
H -5.12914 1.66174 -2.33589
H -6.59857 0.59562 -0.63600
H -5.49231 -0.64847 1.25492
H -3.06082 -0.70488 1.35844
H 1.65359 2.58124 -3.89242
H 3.19679 0.70005 -4.44956
H 2.85943 -1.49020 -3.27691
H 1.11545 -1.64781 -1.53120
O -0.89373 -1.67848 -0.29562
Cl -2.12580 4.65325 3.13235
C -0.86305 3.90551 2.23768
C 0.34090 4.55534 2.01526
C 1.32036 3.89614 1.29131
C 1.06306 2.62761 0.81100
N -0.10573 2.00790 1.02154
C -1.04909 2.63159 1.73491
H 0.50336 5.54886 2.41047
H 2.28103 4.35555 1.10886
H 1.80559 2.08131 0.24631
H -1.97290 2.09827 1.91331
```

Least stable = *i*

*i*
Molecular formula: C8H38O11
Method: DFT, ωB97M-V/def2-TZVPD

Computed properties:
Kohn-Sham gap: 9.42 eV
LUMO level: 0.1 eV
SMILES string: C/C=C/CCCCC.O.O.O.O.O.O.O.O.O.O.O
HOMO energy: -9.32 eV

```
57
C8H38O11, DFT ωB97M-V/def2-TZVPD
C -2.01346 1.98068 -2.28323
C -1.02133 1.03627 -1.67591
C -0.96579 0.60190 -0.42956
C -0.04636 -0.46708 0.00971
C -0.55418 -1.90653 0.21673
C 0.36074 -2.63040 1.25144
C 1.86823 -2.33462 1.28292
C 2.46424 -2.92059 0.00913
H -2.97013 1.49021 -2.36055
H -1.76322 2.40608 -3.23205
H -2.11004 2.93183 -1.67294
H -0.20182 0.77728 -2.38619
H -1.64064 1.08961 0.24004
H 0.37506 -0.11913 0.94860
H 0.90464 -0.41610 -0.53659
H -0.60084 -2.48265 -0.71154
H -1.51127 -1.77820 0.71916
H 0.22651 -3.68714 0.97928
H -0.13728 -2.47671 2.20993
H 2.25663 -2.69514 2.21697
H 2.06309 -1.24618 1.28529
H 1.86113 -3.76691 -0.34333
H 3.52210 -3.17441 -0.02097
H 2.35202 -2.21376 -0.80752
O -2.56461 -1.72961 -3.03560
H -2.25283 -1.49353 -2.15793
H -2.06542 -1.16615 -3.63877
O 2.78291 0.19993 -3.19108
H 2.97013 -0.25066 -2.34636
H 3.63635 0.52608 -3.49316
O -0.03344 0.20409 4.14569
H -0.11038 0.40844 3.21334
H 0.62381 0.74413 4.59260
O -3.96680 -0.29738 1.11402
H -3.81761 -1.06384 0.55062
H -4.06870 -0.63323 2.00910
O 2.28581 2.38208 -1.55004
H 2.54047 1.76466 -2.26844
H 1.86902 1.74210 -0.95657
O 3.55918 0.58268 0.05792
H 3.45986 1.49242 0.49798
H 3.70115 0.01036 0.82269
O -2.73896 1.57810 2.15556
H -3.66436 1.66046 2.38929
H -2.66327 0.81551 1.51435
O 2.62518 2.81005 1.03409
H 2.43254 3.19886 0.15665
H 1.73575 2.60283 1.37726
O -2.01369 -1.26416 3.11688
H -2.46776 -0.46721 3.44491
H -1.31981 -1.23971 3.79907
O -0.05082 2.88715 1.41250
H -0.78872 3.35431 0.99343
H -0.62862 2.29857 1.92759
O -0.23101 -1.72019 -4.26355
H 0.54801 -1.38197 -3.81354
H -0.46373 -2.59857 -3.95911
```

*ii*
Molecular formula: C8H38O11
Method: DFT, ωB97M-V/def2-TZVPD

Computed properties:
Kohn-Sham gap: 10.13 eV
LUMO level: 0.0 eV
SMILES string: CCO.CCO.CCO.CCO.O.O.O.O.O.O.O
HOMO energy: -10.10 eV

```
57
C8H38O11, DFT ωB97M-V/def2-TZVPD
C 1.02968 -2.89902 3.60222
C 1.78305 -1.72404 2.97739
O 0.87749 -0.62341 2.76179
H 1.72079 -3.68818 3.95925
H 0.25927 -3.27978 2.91037
H 0.50007 -2.52839 4.50711
H 2.30022 -2.14419 2.09433
H 2.58071 -1.49173 3.64533
H 0.28645 -0.96057 2.09167
C -2.55806 1.66849 2.19014
C -1.99468 1.05424 3.46359
O -2.65026 1.52720 4.65038
H -2.29923 2.73797 2.08383
H -3.62265 1.56194 2.33025
H -2.17048 1.05677 1.38458
H -0.89671 1.20285 3.53914
H -2.18348 -0.02590 3.52025
H -2.49632 2.47751 4.69186
C -3.28720 1.99453 -2.94477
C -1.87266 1.52180 -2.64391
O -1.40921 0.79922 -3.84653
H -3.90606 1.14339 -3.30586
H -3.19627 2.81016 -3.68627
H -3.72146 2.34140 -1.99060
H -1.90399 0.86449 -1.75479
H -1.20313 2.33962 -2.48001
H -0.48092 0.62191 -3.84159
C 0.23370 -2.56187 -3.46058
C 0.32006 -3.58145 -2.35905
O -0.22118 -2.95732 -1.13980
H 0.57035 -3.03279 -4.39562
H 0.95030 -1.77709 -3.20726
H -0.78058 -2.09861 -3.57652
H 1.39140 -3.80117 -2.20287
H -0.26236 -4.47748 -2.62126
H -0.24427 -3.61074 -0.43578
O 2.99188 -1.27818 -0.92954
H 2.79574 -0.39952 -0.52237
H 2.11537 -1.67119 -0.89837
O 3.11591 1.79085 -0.25307
H 2.33642 1.90011 -0.79070
H 2.87265 1.90699 0.65312
O 1.94154 1.89463 2.24449
H 1.68859 2.49224 2.95406
H 1.80008 1.01703 2.63974
O 0.29406 1.36716 -0.18890
H -0.16626 0.50857 -0.07990
H 0.63673 1.54215 0.70474
O 0.61017 4.19817 -1.20853
H 1.37011 4.25834 -1.78933
H 0.33305 3.27869 -1.27919
O -1.24162 -1.20815 0.73572
H -2.16663 -0.94363 0.77029
H -1.24087 -1.91815 0.11105
O 2.47742 0.22166 -3.32860
H 2.81788 -0.29725 -2.58197
H 3.17539 0.87973 -3.47316
```

Least stable = *i*